C4H6N2O | ωB97M-V with the def2-TZVPD basis set

```
13
Properties=species:S:1:pos:R:3:forces:R:3
O -1.182823 -0.318475 0.681893 0.1 0.1 -0.2
N 1.041632 -0.179139 0.039269 -0.2 0.1 0.0
N 0.956474 1.490187 -1.566446 0.2 -0.3 0.1
C -0.203055 0.139976 -0.081118 0.2 0.0 -0.2
C 1.667778 0.644240 -0.917118 0.2 0.2 -0.1
C -0.406450 1.102098 -1.223277 -0.1 0.0 0.0
C -0.772080 -1.271847 1.675241 0.0 -0.2 0.1
H -0.032616 -0.831312 2.350449 -0.1 0.0 -0.2
H 2.725999 0.509565 -1.112947 0.0 0.2 0.2
H -0.623417 0.531527 -2.132316 -0.7 -0.2 0.2
H -0.328079 -2.141901 1.186290 -0.1 0.1 0.1
H -1.672299 -1.552377 2.223077 0.1 0.1 -0.1
H -1.171064 1.877460 -1.122995 0.4 0.0 0.2
```
Positions in Å, forces in eV/Å.

Properties
- SMILES string = COC1=NC=NC1
- strongest force on any atom (eV/Å) = 0.78
- LUMO (eV) = 0.86
- energy above the lowest of the compared OMol25 structures with the same formula, charge and spin (kJ/mol) = 145.5
- Kohn-Sham gap (eV) = 10.46